[1]
68
Properties=species:S:1:pos:R:3 method="wB97M-V/def2-TZVPD" charge=0 homo_lumo_gap_ev=8.595 relative_energy_kcal_mol=0.0
O -3.8982 -1.6960 -0.8940
C -2.6920 -1.5257 -0.8838
N -2.1274 -0.3156 -1.0482
C -2.9126 0.8969 -1.1121
C -2.1983 1.9338 -1.9770
C -0.9701 2.5197 -1.2461
C -1.0893 4.0405 -1.0350
C -2.2151 4.3759 -0.0602
C -2.0583 3.5660 1.2242
C -1.9082 2.0656 0.9135
C -3.1845 1.4637 0.2896
N -0.8012 1.8177 0.0132
C 0.5251 1.8333 0.5631
C 1.3659 0.7777 -0.1605
O 0.8446 0.0058 -0.9432
N 2.6960 0.7513 0.1338
C 3.2293 1.5704 1.2161
C 4.6715 1.2243 1.5666
C 4.8210 -0.2935 1.6163
C 4.5801 -0.7777 0.2189
C 5.3959 -1.7133 -0.3941
C 5.1968 -2.0677 -1.7167
C 4.1942 -1.4512 -2.4439
C 3.3771 -0.5066 -1.8499
C 3.5483 -0.1800 -0.5095
C -1.6592 -2.6415 -0.7163
C -2.2915 -4.0314 -0.8201
C -3.1886 -4.3406 0.3760
C -2.4272 -4.1832 1.6873
C -1.8616 -2.7710 1.7932
C -0.9245 -2.4953 0.6225
H -1.1218 -0.1995 -0.9882
H -3.8722 0.6183 -1.5641
H -2.8996 2.7277 -2.2329
H -1.8860 1.4555 -2.9053
H -0.0747 2.3255 -1.8455
H -1.2577 4.5292 -1.9960
H -0.1445 4.4198 -0.6349
H -3.1785 4.1532 -0.5200
H -2.2025 5.4443 0.1693
H -2.9166 3.7217 1.8798
H -1.1649 3.9043 1.7573
H -1.6914 1.5408 1.8516
H -3.9681 2.2178 0.2208
H -3.5642 0.6534 0.9118
H 0.4700 1.5633 1.6223
H 1.0250 2.8136 0.4916
H 3.1675 2.6285 0.9334
H 2.6104 1.4216 2.1084
H 4.9184 1.6839 2.5243
H 5.3512 1.6222 0.8103
H 5.8155 -0.5816 1.9573
H 4.0863 -0.7161 2.3076
H 6.1931 -2.1683 0.1763
H 5.8310 -2.8082 -2.1799
H 4.0465 -1.7008 -3.4836
H 2.6025 -0.0309 -2.4270
H -0.9273 -2.5167 -1.5225
H -2.8820 -4.0889 -1.7362
H -1.4926 -4.7761 -0.8810
H -4.0338 -3.6531 0.3616
H -3.5750 -5.3589 0.2879
H -3.0922 -4.3852 2.5302
H -1.6064 -4.9052 1.7270
H -2.6840 -2.0527 1.7764
H -1.3238 -2.6496 2.7377
H -0.4978 -1.4945 0.7045
H -0.0978 -3.2109 0.6464



[2]
46
Properties=species:S:1:pos:R:3 method="wB97M-V/def2-TZVPD" charge=0 homo_lumo_gap_ev=8.532 relative_energy_kcal_mol=0.0
Cd -1.7695 -1.3666 -1.4295
C -1.9603 0.4828 3.7442
C -2.4032 1.6256 2.8338
N -1.4756 1.8901 1.7384
C -0.4299 2.8941 1.9441
C 0.9063 2.3026 2.3884
C -1.5056 1.2072 0.5801
S -2.8131 0.0860 0.3352
N -0.5939 1.5465 -0.3218
C 0.1263 0.7921 -1.1282
O 0.1917 -0.4740 -1.1003
C 1.0060 1.5080 -2.0952
C 1.3599 0.8990 -3.2958
C 2.3010 1.4872 -4.1240
C 2.9143 2.6748 -3.7485
C 2.5439 3.3000 -2.5663
C 1.5855 2.7250 -1.7480
H -2.6507 0.3950 4.5838
H -0.9613 0.6520 4.1437
H -1.9606 -0.4566 3.1919
H -2.4991 2.5463 3.4085
H -3.3763 1.3842 2.4120
H -0.7979 3.6073 2.6816
H -0.2930 3.4167 0.9993
H 0.8185 1.8150 3.3584
H 1.6507 3.0950 2.4769
H 1.2528 1.5770 1.6531
H 0.8966 -0.0397 -3.5724
H 2.5687 1.0106 -5.0582
H 3.6845 3.1077 -4.3737
H 3.0114 4.2332 -2.2792
H 1.2886 3.2010 -0.8233
Br 2.5222 -5.3540 2.0776
C 1.1386 -4.4688 1.1465
C 0.3421 -3.5475 1.8073
C -0.6689 -2.9390 1.0880
N -0.9055 -3.2025 -0.1979
C -0.1234 -4.0831 -0.8235
C 0.9132 -4.7460 -0.1908
H 0.5040 -3.3045 2.8470
H -1.3209 -2.2104 1.5557
H -0.3520 -4.2716 -1.8664
H 1.5272 -5.4538 -0.7274
Se -1.6904 -1.6325 -3.9346
C -2.1281 -3.3925 -3.8327
N -2.3752 -4.5187 -3.7581



[3]
8
Properties=species:S:1:pos:R:3 method="wB97M-V/def2-TZVPD" charge=0 homo_lumo_gap_ev="8.790 / 8.836" relative_energy_kcal_mol=104.7
C -0.0173 -0.1807 0.0808
N -0.4528 -0.8500 1.0513
N -2.0333 0.0593 1.8804
O -0.4070 -1.9648 1.5150
O -1.9967 1.2269 1.6940
O -2.6849 -0.7116 2.4741
H 0.6881 -0.6116 -0.6166
H -0.3365 0.8401 -0.0371